Computed, not measured: the molecule C5H8F2O4 at a distorted geometry, with wB97M-V/def2-TZVPD.

The calculation puts the energy at -18937.68282 eV. The charge is 0. Its SMILES is OC[C@@H]1OC[C@@](O)(F)[C@]1(O)F. The calculation puts the orbital gap at 0.3830 hartree.

Atoms and positions in Å:
O -1.837 1.891 -1.515
C -1.129 0.667 -1.485
C -1.172 -0.081 -0.153
O -1.004 0.565 1.018
C 0.281 0.939 1.183
C 1.201 -0.342 0.862
O 2.319 0.202 0.324
F 1.489 -0.979 2.042
C 0.295 -1.170 -0.070
O -0.162 -2.363 0.430
F 0.908 -1.182 -1.326
H -2.421 1.990 -0.840
H -1.439 0.011 -2.292
H -0.034 0.852 -1.691
H -2.049 -0.701 -0.100
H 0.559 1.361 2.115
H 0.641 1.535 0.413
H 2.951 -0.455 0.207
H 0.603 -2.739 0.878

Results of the Löwdin charge analysis, in e, for atoms 1 through 4: number 1, O, carries -0.0013; number 2, C, carries -0.1900; number 3, C, carries -0.1710; number 4, O, carries -0.0253